Computed, not measured: a 2-piece molecular cluster, C8H13N2S overall at a distorted geometry, with ωB97M-V/def2-TZVPD.

XYZ file:
```
24
Properties=species:S:1:pos:R:3:nbo_charge:R:1
C 3.909 0.444 0.712 -0.0872
C 2.562 0.640 0.649 -0.1110
C 3.033 -0.296 -1.164 0.1729
C -0.382 1.442 -0.142 0.2294
C -2.590 1.033 -0.713 -0.5679
C -1.621 0.118 1.408 -0.5705
C -0.957 -0.906 -0.798 -0.5219
C -1.362 0.476 -0.073 -0.3422
N 4.180 -0.163 -0.455 -0.4905
N 1.970 0.140 -0.455 -0.4973
S 0.298 2.792 0.080 0.5923
H 4.555 0.600 1.582 0.2469
H 1.975 1.107 1.308 0.1792
H 3.173 -0.846 -2.107 0.2173
H -3.565 0.570 -0.629 0.2665
H -2.167 1.028 -1.797 0.2230
H -2.711 2.138 -0.376 0.2254
H -2.384 -0.644 1.469 0.2484
H -0.765 -0.205 2.047 0.2417
H -1.949 1.038 1.981 0.2246
H -1.780 -1.537 -0.819 0.2255
H -0.118 -1.343 -0.195 0.2445
H -0.678 -0.656 -1.767 0.2153
H 5.008 -0.719 -0.646 0.4357
```

Output
**E_tot**: -819.983843 Eh
**HOMO level**: -12.27 eV
**Orbital gap**: 6.991 eV
**Total charge**: +1
**Relative energy (zero: lowest compared OMol25 entry of this formula, charge and spin)**: 249.1 kJ/mol

=====

Computed, not measured: one molecule with the formula C8H13N3 at a distorted geometry, with ωB97M-V/def2-TZVPD.

XYZ file:
```
24
Properties=species:S:1:pos:R:3:nbo_charge:R:1
C 2.485 -2.102 0.451 -0.4029
N 2.180 -0.696 0.922 -0.3906
C 2.864 -0.190 2.029 0.1667
N 2.695 1.058 2.118 -0.2934
N 1.802 1.453 1.109 -0.2963
C 1.453 0.411 0.488 0.3621
C 0.334 0.218 -0.544 -0.2651
C -0.767 -0.742 -0.123 -0.4253
C -1.006 0.762 -0.330 -0.0398
C -1.769 1.238 -1.571 -0.5926
C -1.349 1.623 0.817 -0.6098
H 1.609 -2.836 0.654 0.2043
H 2.663 -2.221 -0.613 0.2174
H 3.271 -2.545 0.983 0.2149
H 3.420 -0.844 2.628 0.1936
H 0.650 -0.022 -1.603 0.2325
H -1.197 -1.347 -0.879 0.2153
H -0.786 -1.063 0.949 0.2199
H -1.770 2.324 -1.537 0.2139
H -2.823 1.005 -1.462 0.2119
H -1.293 0.874 -2.542 0.2080
H -0.857 1.406 1.773 0.2245
H -2.356 1.743 1.099 0.2132
H -0.989 2.591 0.535 0.2175
```

Output
**E_tot**: -476.823544 Eh
**HOMO level**: -9.49 eV
**SMILES**: Cn1cnnc1[C@H]1CC1(C)C
**Orbital gap**: 10.165 eV
**Relative energy (zero: lowest compared OMol25 entry of this formula, charge and spin)**: 207.7 kJ/mol

=====

Computed, not measured: C8H13N3O3 as an isolated structure at a distorted geometry, with ωB97M-V/def2-TZVPD.

XYZ file:
```
27
Properties=species:S:1:pos:R:3:nbo_charge:R:1
C -0.116 -1.516 -0.451 -0.0447
C -0.661 -0.261 -0.753 0.4432
C 1.162 -1.482 0.267 0.6034
C 2.654 1.204 -0.650 -0.4249
C 1.271 1.843 -0.478 -0.2583
C 2.684 0.418 0.689 -0.2242
C -2.647 0.282 1.226 -0.0816
C -2.962 -0.141 -0.254 -0.0878
N 0.547 0.838 0.237 -0.3108
N 1.363 -0.175 0.701 -0.2607
N -0.687 -2.768 -0.731 -0.8133
O 2.028 -2.361 0.426 -0.6263
O -2.116 1.573 1.118 -0.7253
O -1.810 0.235 -1.098 -0.5081
H 2.625 0.468 -1.455 0.2049
H 3.473 1.871 -0.769 0.2191
H 1.370 2.731 0.144 0.1998
H 0.718 1.944 -1.489 0.2247
H 3.521 -0.228 0.869 0.2448
H 2.656 1.267 1.448 0.1866
H -1.901 -0.407 1.479 0.1698
H -3.536 0.227 1.864 0.1969
H -3.824 0.392 -0.554 0.2024
H -3.117 -1.302 -0.293 0.1780
H -1.307 -2.766 -1.480 0.3836
H -0.004 -3.575 -0.615 0.4189
H -1.385 1.688 0.605 0.4899
```

Output
**E_tot**: -702.469607 Eh
**HOMO level**: -8.00 eV
**Orbital gap**: 8.470 eV
**Relative energy (zero: lowest compared OMol25 entry of this formula, charge and spin)**: 303.3 kJ/mol

=====

Computed, not measured: one molecule with the formula C8H13N3O6 at a distorted geometry, with ωB97M-V/def2-TZVPD.

XYZ file:
```
30
Properties=species:S:1:pos:R:3:nbo_charge:R:1
N -2.833 3.660 0.879 -0.8218
C -1.946 2.849 0.199 0.6680
O -1.889 2.838 -1.267 -0.6581
C -1.114 1.992 1.136 -0.5512
C -0.225 1.042 0.269 -0.0988
N 0.862 0.443 0.941 -0.6635
C 1.566 -0.715 0.608 0.7098
O 2.610 -0.923 1.121 -0.6027
C 0.902 -1.778 -0.424 -0.1377
N 1.842 -2.296 -1.310 -0.8787
C 0.339 -2.796 0.601 -0.5158
C -0.274 -4.080 -0.082 0.7882
O -0.995 -4.737 0.583 -0.5656
O 0.092 -4.385 -1.417 -0.7183
C 0.550 1.822 -0.961 0.8117
O 1.004 0.991 -1.643 -0.6184
O 0.625 3.179 -1.289 -0.6651
H -3.329 4.078 0.063 0.4310
H -2.529 4.160 1.723 0.4151
H -1.618 1.582 2.106 0.2673
H -0.551 2.764 1.737 0.2359
H -0.988 0.374 -0.272 0.2499
H 1.197 1.027 1.835 0.4121
H -0.044 -1.312 -0.799 0.2132
H 1.444 -1.627 -2.145 0.4240
H 2.878 -2.150 -0.975 0.4275
H 1.074 -3.004 1.207 0.2211
H -0.629 -2.398 1.101 0.2364
H 0.905 -3.725 -1.446 0.4993
H 1.072 3.128 -2.082 0.4851
```

Output
**E_tot**: -928.230884 Eh
**HOMO level**: -9.59 eV
**SMILES**: NC(=O)C[C@H](NC(=O)[C@@H](N)CC(=O)O)C(=O)O
**Orbital gap**: 9.584 eV
**Relative energy (zero: lowest compared OMol25 entry of this formula, charge and spin)**: 583.4 kJ/mol

=====

Computed, not measured: a 2-piece molecular cluster, C8H13N4O3 overall at a distorted geometry, with ωB97M-V/def2-TZVPD.

XYZ file:
```
28
Properties=species:S:1:pos:R:3:nbo_charge:R:1
C 0.167 1.273 0.322 0.1780
C -2.637 -0.630 1.323 -0.4134
C -2.388 0.219 0.256 -0.0636
C -2.977 1.553 0.008 -0.6846
C 3.389 -0.952 0.532 -0.2825
C 1.436 -1.784 -0.172 -0.1120
C 0.307 -1.646 -1.171 -0.0974
C -1.301 -0.027 -0.675 0.6418
N 1.771 2.448 0.963 -0.1559
N 1.023 1.420 1.345 -0.4466
N 0.463 2.076 -0.696 -0.4984
N 1.430 2.809 -0.214 -0.1534
O -1.250 0.580 -1.862 -0.7661
O 2.656 -1.143 -0.692 -0.5389
O -0.927 -1.359 -0.551 -0.5381
H -2.180 -1.575 1.340 0.2025
H -3.309 -0.367 2.118 0.1822
H -4.090 1.629 0.401 0.2102
H -2.708 1.721 -1.099 0.2509
H -2.319 2.299 0.503 0.2454
H 2.750 -0.196 1.231 0.2158
H 4.256 -0.390 0.320 0.1862
H 3.528 -1.867 1.042 0.1500
H 1.699 -2.742 0.167 0.1575
H 1.044 -1.332 0.711 0.2068
H 0.151 -2.546 -1.873 0.1699
H 0.619 -0.802 -1.848 0.2211
H -0.603 1.331 -1.729 0.5325
```

Output
**E_tot**: -757.233208 Eh
**HOMO level**: -4.79 eV
**Orbital gap**: 8.259 eV
**Total charge**: -1
**Relative energy (zero: lowest compared OMol25 entry of this formula, charge and spin)**: 159.7 kJ/mol

=====

Computed, not measured: C8H13N7O2S2V as an isolated structure at a distorted geometry, with ωB97M-V/def2-TZVPD.

XYZ file:
```
33
Properties=species:S:1:pos:R:3:nbo_charge:R:1
V -0.777 0.302 1.123 0.8275
C 2.737 2.449 -2.732 -0.6647
C 1.730 3.042 -1.822 0.3578
N 1.422 4.286 -1.716 -0.2481
N 0.468 4.322 -0.741 -0.3699
C 0.162 3.116 -0.229 0.2399
S -0.924 2.788 0.980 -0.0963
N 0.979 2.282 -0.937 -0.2337
N 0.988 0.909 -0.785 -0.6295
H 3.207 3.239 -3.310 0.2584
H 2.273 1.740 -3.421 0.2289
H 3.500 1.922 -2.158 0.2433
H 0.072 5.195 -0.442 0.4301
H 1.774 0.610 -0.218 0.4007
H 0.995 0.455 -1.686 0.3825
C -1.029 -4.110 1.205 -0.6762
C -1.167 -2.629 1.074 0.2177
N -0.328 -1.760 1.552 -0.1750
O 0.758 -2.293 2.209 -0.5546
C -2.258 -1.989 0.360 0.0829
C -3.429 -2.673 -0.271 -0.6570
N -2.026 -0.716 0.414 -0.0600
O -2.528 0.386 0.004 -0.4896
H -0.300 -4.355 1.972 0.2518
H -0.691 -4.534 0.256 0.2323
H -1.988 -4.563 1.455 0.2290
H 1.211 -1.505 2.535 0.4951
H -3.109 -3.543 -0.845 0.2206
H -3.940 -1.979 -0.937 0.2421
H -4.141 -3.007 0.487 0.2252
S 3.534 1.155 2.418 -0.1835
C 1.980 0.854 2.196 0.1563
N 0.842 0.604 2.010 -0.6843
```

Output
**E_tot**: -2586.693568 Eh
**HOMO level (spin up / spin down)**: -6.65 / -8.22 eV
**Orbital gap (spin up / spin down)**: 6.871 / 8.383 eV
**<S²>**: 3.77
**Multiplicity**: 4

=====

Computed, not measured: C8H13NO8P2Ti as an isolated structure at a distorted geometry, with ωB97M-V/def2-TZVPD.

XYZ file:
```
33
Properties=species:S:1:pos:R:3:mulliken_charge:R:1
Ti 1.051 -0.316 -0.066 0.5086
O 0.989 -1.358 -1.659 -0.3711
C -0.046 -0.872 -2.557 -0.3735
C -1.415 -1.449 -2.185 -0.6234
C -1.735 -1.394 -0.675 -0.7198
C -1.815 0.007 -0.125 0.8816
C -3.033 0.642 0.097 -0.7804
C -3.055 1.894 0.693 -0.3640
C -1.847 2.515 1.006 -0.8552
C -0.662 1.869 0.708 -0.1065
N -0.649 0.626 0.175 0.4715
H 1.198 -2.292 -1.875 0.3898
H 0.205 -1.147 -3.592 0.4915
H -0.019 0.231 -2.476 0.3069
H -1.472 -2.494 -2.502 0.3904
H -2.176 -0.895 -2.739 0.3962
H -0.991 -1.971 -0.098 0.1295
H -2.700 -1.888 -0.535 0.5685
H -3.955 0.152 -0.181 0.5017
H -3.994 2.378 0.913 0.4744
H -1.826 3.487 1.473 0.4943
H 0.300 2.357 0.889 0.4290
O 4.146 0.294 0.196 -0.3249
P 2.985 1.308 0.395 0.7550
O 3.145 2.663 0.843 -0.5373
O 2.021 0.956 -0.794 -0.3017
O 1.935 0.454 1.527 -0.1821
P 2.052 -1.148 2.115 0.8238
O 1.506 -1.045 3.556 -0.4287
O 3.339 -1.739 1.862 -0.5186
O 0.895 -1.607 1.113 -0.2602
H 4.960 0.433 0.691 0.3711
H 0.663 -0.653 3.804 0.3636
```

Output
**E_tot**: -2501.215689 Eh
**HOMO level**: -17.52 eV
**Orbital gap**: 8.300 eV
**Total charge**: +2
**Relative energy (zero: lowest compared OMol25 entry of this formula, charge and spin)**: 191.2 kJ/mol

=====

Computed, not measured: an isolated ion of composition C8H13O3P and charge -2 at a distorted geometry, with ωB97M-V/def2-TZVPD.

XYZ file:
```
25
Properties=species:S:1:pos:R:3:nbo_charge:R:1
C -2.503 1.036 -0.885 -0.5417
C -1.391 0.505 -1.412 -0.1721
C -0.099 0.449 -0.783 -0.3916
C 0.303 -0.208 0.421 0.0187
C 1.678 0.005 1.054 -0.5540
C 1.686 1.086 2.102 -0.5966
C -0.560 -1.331 1.142 -0.4533
C -1.336 -2.204 0.115 -0.6520
P 1.238 0.850 -2.154 2.3878
O 2.555 0.595 -1.442 -1.2193
O 0.863 -0.153 -3.291 -1.2379
O 0.973 2.263 -2.511 -1.2458
H -3.300 1.593 -1.547 0.1682
H -2.359 1.437 0.119 0.1719
H -1.325 0.382 -2.499 0.2436
H 2.093 -0.935 1.381 0.1588
H 2.225 0.262 0.073 0.3535
H 2.537 1.141 2.770 0.1705
H 1.702 2.122 1.695 0.2065
H 0.796 0.880 2.649 0.1778
H 0.104 -1.926 1.830 0.1789
H -1.377 -0.914 1.776 0.1831
H -1.386 -3.275 0.296 0.1791
H -0.786 -1.995 -0.903 0.2514
H -2.332 -1.666 0.004 0.2146
```

Output
**E_tot**: -879.659775 Eh
**HOMO level**: 0.13 eV
**SMILES**: C=CC(=C(CC)CC)P(=O)([O-])[O-]
**Orbital gap**: 5.926 eV
**Total charge**: -2
**Relative energy (zero: lowest compared OMol25 entry of this formula, charge and spin)**: 0.0 kJ/mol

=====

Computed, not measured: an isolated ion of composition C8H13P2 and charge +1 at a distorted geometry, with ωB97M-V/def2-TZVPD.

XYZ file:
```
23
Properties=species:S:1:pos:R:3:nbo_charge:R:1
C 2.344 -2.032 0.211 -0.1320
C 1.820 -1.439 1.409 -0.2144
C 2.013 -1.525 -1.053 -0.2155
C 0.905 -0.431 1.375 -0.1751
C 1.131 -0.527 -1.038 -0.1883
C 0.498 -0.003 0.105 -0.3780
C -1.734 1.415 1.340 -0.9848
C -2.153 -0.302 -0.953 -0.9814
P -0.756 2.616 -1.741 0.1550
P -1.019 0.983 -0.304 1.1889
H 3.175 -2.760 0.320 0.2378
H 2.156 -1.878 2.322 0.2391
H 2.599 -1.911 -1.884 0.2492
H 0.485 0.180 2.276 0.2338
H 0.887 -0.018 -1.957 0.2039
H -2.761 1.893 1.197 0.2808
H -1.138 1.937 2.164 0.2908
H -1.833 0.413 1.897 0.2771
H -1.467 -1.206 -0.800 0.2794
H -2.630 -0.253 -1.923 0.2829
H -2.988 -0.522 -0.278 0.2773
H -0.010 3.320 -0.601 0.0501
H 0.477 2.051 -2.084 0.0235
```

Output
**E_tot**: -995.049875 Eh
**HOMO level**: -13.07 eV
**Orbital gap**: 9.735 eV
**Total charge**: +1
**Relative energy (zero: lowest compared OMol25 entry of this formula, charge and spin)**: 0.0 kJ/mol

=====

Computed, not measured: one molecule with the formula C8H14 at a distorted geometry, with ωB97M-V/def2-TZVPD.

XYZ file:
```
22
Properties=species:S:1:pos:R:3:nbo_charge:R:1
C 2.144 -0.043 0.320 -0.4356
C 0.881 0.211 0.757 0.0099
C -0.071 -0.846 0.826 -0.2409
C -0.480 -1.806 -0.055 -0.1354
C -0.934 -3.213 0.229 -0.6492
C 0.349 1.559 1.004 -0.4486
C 0.045 2.184 -0.339 -0.3672
C -0.938 1.582 -1.329 -0.6216
H 2.444 -0.922 -0.262 0.2013
H 2.765 0.694 -0.199 0.1938
H -0.535 -0.957 1.829 0.1923
H -0.428 -1.477 -1.147 0.1850
H -0.274 -3.867 -0.288 0.2269
H -0.716 -3.390 1.336 0.2114
H -1.992 -3.465 0.034 0.2210
H 1.103 2.067 1.525 0.2231
H -0.552 1.540 1.495 0.2049
H 1.065 2.520 -0.808 0.1996
H -0.362 3.249 -0.067 0.1951
H -0.605 0.601 -1.768 0.2064
H -1.954 1.552 -0.880 0.2107
H -0.955 2.227 -2.213 0.2171
```

Output
**E_tot**: -313.108405 Eh
**HOMO level**: -8.51 eV
**SMILES**: C=C(/C=C/C)CCC
**Orbital gap**: 9.394 eV
**Relative energy (zero: lowest compared OMol25 entry of this formula, charge and spin)**: 286.2 kJ/mol

=====

Computed, not measured: one molecule with the formula C8H14 at a distorted geometry, with ωB97M-V/def2-TZVPD.

XYZ file:
```
22
Properties=species:S:1:pos:R:3:nbo_charge:R:1
C 2.605 -0.189 -1.056 -0.3950
C 1.916 0.098 0.075 -0.2105
C 0.640 -0.557 0.360 -0.0498
C 0.554 -1.892 0.303 -0.1523
C -0.750 -2.647 0.005 -0.6551
C -0.528 0.283 0.865 -0.4394
C -0.439 1.804 0.481 -0.4149
C -1.705 2.229 -0.257 -0.6104
H 3.677 -0.224 -1.181 0.2046
H 1.942 -0.387 -1.893 0.1998
H 1.979 1.016 0.667 0.2061
H 1.394 -2.533 0.109 0.1992
H -0.469 -3.418 -0.710 0.2200
H -1.347 -1.984 -0.627 0.2056
H -1.348 -2.937 0.865 0.2187
H -1.442 -0.122 0.444 0.2125
H -0.640 0.100 1.930 0.2155
H -0.266 2.318 1.418 0.2158
H 0.316 1.804 -0.298 0.2133
H -2.606 2.465 0.315 0.2067
H -1.471 3.191 -0.735 0.2047
H -2.013 1.583 -1.080 0.2051
```

Output
**E_tot**: -313.103535 Eh
**HOMO level**: -8.22 eV
**SMILES**: C=C/C(=C/C)CCC
**Orbital gap**: 8.964 eV
**Relative energy (zero: lowest compared OMol25 entry of this formula, charge and spin)**: 299.0 kJ/mol

=====

Computed, not measured: a 2-piece molecular cluster, C8H14 overall at a distorted geometry, with ωB97M-V/def2-TZVPD.

XYZ file:
```
22
Properties=species:S:1:pos:R:3:nbo_charge:R:1
C 3.319 0.139 -0.091 -0.3969
C 2.551 0.906 0.645 -0.3655
C -1.773 1.228 0.008 -0.2697
C -0.629 -0.746 -0.866 -0.1412
C -1.189 -0.095 0.167 0.0250
C -1.299 2.099 -0.874 -0.3716
C -0.386 -2.199 -0.774 -0.6755
C -1.511 -0.512 1.621 -0.6027
H 2.926 -0.773 -0.473 0.1904
H 4.129 0.570 -0.643 0.1938
H 1.551 0.671 0.984 0.1898
H -2.679 1.638 0.484 0.2079
H -0.529 -0.280 -1.745 0.1893
H -1.602 3.040 -1.069 0.1783
H -0.536 1.959 -1.573 0.1693
H 2.767 1.976 0.776 0.1875
H 0.547 -2.428 -1.453 0.2254
H -1.151 -2.849 -1.277 0.2294
H -0.163 -2.610 0.291 0.2208
H -0.495 -0.113 2.188 0.2015
H -1.492 -1.540 1.734 0.1997
H -2.358 -0.081 1.940 0.2149
```

Output
**E_tot**: -312.949126 Eh
**HOMO level (spin up / spin down)**: -5.05 / -9.87 eV
**Orbital gap (spin up / spin down)**: 6.064 / 8.039 eV
**<S²>**: 2.01
**Multiplicity**: 3
**Relative energy (zero: lowest compared OMol25 entry of this formula, charge and spin)**: 175.5 kJ/mol

=====

Q: Among the records above, which one has the highest E_tot?
A: number 12

=====

Q: Look up the E_tot of the sixth one.
A: -2586.693568 Eh

=====

Copy entry 12 word for word.
Computed, not measured: a 2-piece molecular cluster, C8H14 overall at a distorted geometry, with ωB97M-V/def2-TZVPD.

XYZ file:
```
22
Properties=species:S:1:pos:R:3:nbo_charge:R:1
C 3.319 0.139 -0.091 -0.3969
C 2.551 0.906 0.645 -0.3655
C -1.773 1.228 0.008 -0.2697
C -0.629 -0.746 -0.866 -0.1412
C -1.189 -0.095 0.167 0.0250
C -1.299 2.099 -0.874 -0.3716
C -0.386 -2.199 -0.774 -0.6755
C -1.511 -0.512 1.621 -0.6027
H 2.926 -0.773 -0.473 0.1904
H 4.129 0.570 -0.643 0.1938
H 1.551 0.671 0.984 0.1898
H -2.679 1.638 0.484 0.2079
H -0.529 -0.280 -1.745 0.1893
H -1.602 3.040 -1.069 0.1783
H -0.536 1.959 -1.573 0.1693
H 2.767 1.976 0.776 0.1875
H 0.547 -2.428 -1.453 0.2254
H -1.151 -2.849 -1.277 0.2294
H -0.163 -2.610 0.291 0.2208
H -0.495 -0.113 2.188 0.2015
H -1.492 -1.540 1.734 0.1997
H -2.358 -0.081 1.940 0.2149
```

Output
**E_tot**: -312.949126 Eh
**HOMO level (spin up / spin down)**: -5.05 / -9.87 eV
**Orbital gap (spin up / spin down)**: 6.064 / 8.039 eV
**<S²>**: 2.01
**Multiplicity**: 3
**Relative energy (zero: lowest compared OMol25 entry of this formula, charge and spin)**: 175.5 kJ/mol